Record 1
67
Properties=species:S:1:pos:R:3:forces:R:3 method="wB97M-V/def2-TZVPD" energy_ev=-40731.1038 total_charge=-1 homo_energy_ev=-3.8
C -0.7752 -3.7105 -1.2484 -0.3 0.2 0.0
C -0.0898 -2.8764 -1.7846 -0.1 0.4 -0.9
C 0.5503 -1.8281 -2.5886 -0.1 -0.4 0.5
Al -0.1819 -0.0424 -1.8875 -0.1 0.0 0.6
C -2.1087 0.2814 -2.5301 -1.3 -0.9 0.6
C -2.7894 1.1919 -1.5376 0.4 -0.4 -0.6
C -3.7625 2.0710 -1.9409 0.1 0.1 0.3
C 1.0629 1.5466 -2.1945 0.4 -0.3 -0.7
C 1.8905 1.5748 -3.5324 -0.8 1.5 0.2
C 1.3152 0.7597 -4.6630 0.9 -0.7 -0.2
N 0.1264 1.1246 -5.2750 -0.1 0.4 1.0
O 1.9137 -0.2145 -5.0816 0.1 -0.2 -0.2
H -1.5710 -4.2523 -0.7996 0.3 -0.2 0.2
H 1.6371 -1.9127 -2.4832 0.0 0.2 -0.1
H 0.2867 -1.9768 -3.6410 0.2 -0.1 0.1
H -0.2949 -0.2204 -0.2803 0.0 0.0 0.1
H -2.6379 -0.6949 -2.4981 0.6 -0.2 -0.1
H -2.1874 0.6700 -3.5514 -0.3 0.0 0.1
H -2.4625 1.0744 -0.4934 0.7 1.1 -0.7
H -4.6756 1.6649 -2.3810 0.8 0.3 -1.6
H -3.6879 3.1535 -1.8239 -0.8 -0.2 1.4
H 1.8008 1.5062 -1.3818 -0.2 0.0 0.0
H 0.5567 2.5149 -2.0859 -0.1 -0.2 0.1
H 1.9101 2.6241 -3.8777 0.1 -0.2 -0.1
H 2.9354 1.3160 -3.3708 -0.2 -0.4 -0.2
H -0.4751 1.6738 -4.6720 -0.1 0.0 -0.1
H -0.3453 0.3184 -5.6585 0.0 0.0 -0.1
C 1.4333 -6.7669 -2.5618 -0.2 0.0 0.0
C 1.5048 -6.7535 -1.0538 -0.1 0.0 0.0
O 0.5074 -6.8470 -0.3799 -0.1 -0.2 0.1
C 2.8723 -6.6117 -0.4335 -0.4 -0.1 0.1
H 0.3958 -6.8697 -2.8724 0.0 0.0 0.0
H 1.8277 -5.8311 -2.9607 0.1 -0.1 0.0
H 2.0072 -7.6092 -2.9554 0.1 0.1 0.0
H 3.3232 -5.6717 -0.7436 0.1 -0.1 -0.1
H 3.5082 -7.4469 -0.7360 0.1 0.1 -0.1
H 2.7812 -6.6137 0.6490 0.0 0.0 0.0
C 6.3479 -3.5282 -0.1351 -0.3 0.0 0.0
C 6.1729 -4.8358 0.5979 -0.1 0.1 0.0
O 5.0764 -5.2842 0.8315 0.2 0.0 0.1
C 7.4284 -5.5591 1.0262 -0.2 -0.2 0.1
H 5.3704 -3.1189 -0.3818 0.0 0.0 0.0
H 6.8796 -2.8144 0.4963 0.1 0.0 -0.1
H 6.9062 -3.6895 -1.0589 0.1 0.1 0.1
H 8.0063 -4.9322 1.7072 0.1 0.0 -0.1
H 8.0330 -5.8073 0.1522 0.1 0.1 0.0
H 7.1569 -6.4795 1.5395 0.0 0.0 0.0
C -2.2569 4.7528 0.7819 0.0 -0.1 -0.2
C -2.7454 3.5561 1.5644 0.0 -0.2 0.0
O -2.7554 2.4549 1.0747 -0.1 0.2 0.4
C -3.2169 3.8059 2.9776 0.0 -0.4 -0.2
H -1.9504 4.4303 -0.2117 0.0 0.0 0.0
H -3.0585 5.4875 0.6844 0.1 0.1 0.1
H -1.4010 5.2054 1.2866 -0.1 0.1 0.1
H -4.0560 4.4965 2.9756 0.1 0.1 0.1
H -2.4021 4.2174 3.5760 -0.1 0.2 0.0
H -3.5374 2.8636 3.4191 0.0 0.0 0.0
C -5.9139 5.8296 6.7362 -0.1 -0.1 -0.2
C -4.7581 6.2401 5.8560 0.0 0.0 -0.1
O -4.6568 5.8396 4.7214 -0.1 0.2 0.1
C -3.7339 7.1727 6.4563 0.1 0.0 -0.2
H -6.5696 5.1618 6.1815 0.0 0.0 0.0
H -5.5434 5.3070 7.6195 0.0 0.1 0.1
H -6.4822 6.7101 7.0409 0.1 0.0 0.2
H -3.2705 6.7073 7.3277 -0.1 0.1 0.1
H -4.2090 8.1105 6.7491 0.0 -0.1 0.2
H -2.9627 7.3841 5.7184 0.0 0.0 0.0

---

Record 2
81
Properties=species:S:1:pos:R:3:forces:R:3 method="wB97M-V/def2-TZVPD" energy_ev=-160319.1402 total_charge=+1 homo_energy_ev=-11.6 smiles="CC[N@@+]1(C(F)(F)F)[C@@H](P(O)Cl)[C@@H](S)[C@@](CCN)(B(O)N(C)C)[C@@H](OCCNC[C@H](C)O)[C@@]1(COC(F)(F)F)CC(=O)Br"
C -0.9565 -3.1364 -2.3987 0.0 0.2 -0.5
C 0.1307 -2.0891 -2.1445 -1.3 -1.2 -0.3
N 0.8918 -2.0873 -0.8112 0.1 0.3 -0.8
C 1.3546 -3.4899 -0.5550 0.3 -1.0 0.2
F 0.3796 -4.2176 -0.0545 1.0 0.2 -0.4
F 1.7758 -4.0099 -1.7107 -0.1 0.2 0.6
F 2.3810 -3.4750 0.3021 -0.4 -0.3 -0.4
C 2.1889 -1.2965 -1.1073 1.3 1.3 0.1
P 2.0645 -0.1535 -2.6467 -0.9 -0.1 -0.8
O 3.1712 0.9595 -2.3082 0.2 -0.1 0.3
Cl 3.1348 -1.3721 -3.9502 0.0 -0.1 0.1
C 2.7840 -0.6317 0.1449 -0.3 0.4 0.2
S 4.5608 -0.3537 -0.0072 0.6 -0.3 0.2
C 1.8769 0.4299 0.8122 0.3 -0.6 -0.1
C 2.1961 0.3667 2.3429 -0.1 0.8 -0.4
C 1.3037 1.1807 3.3004 0.3 -0.5 0.7
N 0.9280 0.3532 4.4616 0.1 0.1 -0.4
B 2.1432 1.9771 0.5217 0.2 0.5 -0.5
O 1.1080 2.8670 0.8066 -0.3 -0.8 0.2
N 3.4108 2.5613 0.0824 -0.1 0.1 0.5
C 4.2689 2.9553 1.2288 -0.5 -0.3 -0.5
C 3.1841 3.7373 -0.7662 0.2 0.0 0.4
C 0.4156 0.0702 0.4644 0.4 0.9 0.1
O 0.0393 0.7775 -0.7044 0.4 -0.7 -0.4
C -1.0239 1.7226 -0.6898 -1.0 0.1 -0.7
C -1.7484 1.7146 -2.0566 0.4 0.6 0.2
N -3.1000 2.2562 -2.0388 0.3 -0.6 0.4
C -4.1163 1.3667 -1.4874 -0.1 0.5 0.3
C -5.5068 1.8805 -1.8575 -0.1 -0.9 0.1
C -6.5767 1.3436 -0.9281 -0.1 0.0 0.3
O -5.8038 1.4907 -3.1922 0.1 0.9 0.0
C 0.0790 -1.4715 0.3531 -0.7 0.8 0.4
C 0.3645 -2.0104 1.7522 0.4 -0.6 0.7
O -0.4440 -3.1302 2.1120 -0.1 0.1 0.4
C -0.0483 -3.7696 3.2460 -0.4 -0.4 0.3
F 0.3261 -2.9044 4.2100 -0.2 -0.4 -0.3
F -1.0800 -4.5132 3.6904 1.1 0.7 -0.5
F 1.0052 -4.5710 2.9913 -0.4 0.3 0.2
C -1.4532 -1.4985 0.1688 -0.3 -0.3 0.2
C -2.2588 -2.7695 0.3508 -0.3 -1.8 -0.1
O -1.9744 -3.9075 0.1498 -0.7 1.6 0.1
Br -4.1006 -2.3860 0.9561 0.4 0.2 -0.1
H -0.7371 -4.1438 -2.0866 0.0 -0.1 0.3
H -1.9408 -2.8242 -2.0939 -0.2 -0.1 0.4
H -1.0471 -3.1949 -3.4783 0.2 0.1 -0.3
H -0.3325 -1.1302 -2.2748 0.3 0.6 0.2
H 0.8400 -2.2800 -2.9303 0.6 0.3 0.1
H 2.9656 -1.9879 -1.3988 -0.2 -0.6 -0.2
H 3.0477 1.7024 -2.9062 0.0 0.3 -0.1
H 2.8732 -1.4194 0.8834 -0.1 -0.3 0.1
H 4.6510 0.7540 -0.7507 -0.3 0.0 0.1
H 3.2018 0.7648 2.4164 0.4 -0.1 0.2
H 2.2599 -0.6443 2.7205 0.0 -0.2 0.1
H 1.8977 1.9941 3.7002 0.1 0.3 -0.1
H 0.4440 1.6412 2.8266 -0.2 0.0 -0.2
H -0.0450 0.0915 4.4289 -0.2 0.0 0.1
H 1.0763 0.8778 5.3065 -0.1 0.0 0.3
H 1.2674 3.3586 1.6138 0.1 0.6 -0.1
H 4.9058 3.7593 0.8939 0.4 0.2 0.0
H 4.8747 2.1284 1.5713 0.2 -0.2 0.1
H 3.6627 3.3398 2.0540 0.1 0.1 0.3
H 2.3753 3.5683 -1.4638 -0.2 -0.1 -0.2
H 4.0934 3.9565 -1.3147 0.2 0.0 -0.2
H 2.9403 4.6221 -0.1801 -0.2 0.2 0.0
H -0.1635 0.4686 1.2875 -0.5 -0.2 0.2
H -0.6527 2.7299 -0.5550 0.3 0.1 0.3
H -1.7637 1.5460 0.0888 0.1 -0.4 0.4
H -1.7087 0.7320 -2.5142 -0.2 -0.3 -0.1
H -1.1772 2.3837 -2.6909 0.2 -0.1 -0.4
H -3.0741 3.0685 -1.4347 -0.1 0.4 -0.2
H -4.0507 1.2762 -0.3983 0.0 -0.1 0.2
H -3.9915 0.3662 -1.8905 0.1 -0.3 -0.2
H -5.4989 2.9615 -1.7961 0.0 0.3 -0.3
H -7.5029 1.8960 -1.0107 -0.2 0.2 -0.2
H -6.8016 0.3104 -1.1674 0.0 -0.3 -0.1
H -6.2742 1.3739 0.1127 0.1 0.1 0.3
H -5.7690 0.5351 -3.1952 -0.1 -0.3 -0.2
H 0.1263 -1.2199 2.4492 -0.1 0.3 0.1
H 1.3957 -2.2606 1.9613 0.2 0.0 -0.3
H -1.8076 -1.0384 -0.7434 0.1 0.1 -0.4
H -1.8355 -0.8297 0.9262 0.0 0.2 0.3